# 1
ORCA calculation (the ωB97M-V functional and the def2-TZVPD basis) on a molecular structure, C16H25B4BeCl2F16N7Ni.

Properties
E_tot = -140121.585 eV
HOMO = -9.8 eV
LUMO energy = -0.1913 Eh
Kohn-Sham gap = 0.1683 Eh

```
! wB97M-V def2-TZVPD RIJCOSX def2/J DEFGRID3
* xyz 0 3
Be 0.9240 -0.2865 3.3276
Ni 1.6450 0.7098 -2.1975
B -0.4541 2.8212 -3.5048
F -1.6342 2.3902 -4.0783
F 0.0567 1.7102 -2.7231
F 0.3925 3.2904 -4.4930
F -0.6542 3.8463 -2.5823
B 0.1591 -0.5912 0.4418
F -0.6623 -1.5320 -0.1083
F -0.5562 0.0718 1.4542
F 1.3056 -1.1811 1.0225
F 0.4728 0.3430 -0.5388
B 2.7606 2.9827 -1.9612
F 4.0583 3.1447 -1.4773
F 2.8355 2.0856 -3.0180
F 1.9873 2.3137 -1.0115
F 2.1537 4.0964 -2.4848
B 1.2361 -1.2787 -3.9482
F 0.9043 -1.3460 -2.5588
F 2.2291 -2.1794 -4.2181
F 0.1193 -1.5790 -4.6944
F 1.6891 0.0625 -4.0879
C -3.5813 -1.2720 0.7902
C -4.1113 -1.5065 2.1262
N -4.5587 -1.6794 3.1762
H -3.1228 -2.1483 0.3354
H -2.7991 -0.5465 1.0289
H -4.2865 -0.8042 0.1075
C 2.2539 4.2690 1.2361
C 1.3637 3.1561 1.6214
N 0.7084 2.2656 1.9298
H 3.3234 4.0793 1.2075
H 2.1403 5.0804 1.9563
H 2.0572 4.6705 0.2416
C -1.8931 -2.7855 -2.8072
C -2.6345 -3.7547 -2.0557
N -3.2513 -4.4630 -1.3953
H -1.8524 -1.8302 -2.2875
H -2.3486 -2.6499 -3.7862
H -0.8543 -3.1130 -2.8516
C 1.3635 -4.2636 1.7962
C 2.0297 -3.2112 2.5574
N 2.5920 -2.4021 3.1628
H 0.6101 -3.7114 1.2312
H 0.8987 -5.0428 2.3963
H 2.0477 -4.7481 1.1011
C 5.0638 2.2904 2.8085
C 3.9273 1.3836 2.6020
N 3.0989 0.6028 2.4395
H 5.9247 1.6222 2.8543
H 4.8385 2.8011 3.7432
H 5.2441 2.9655 1.9762
C 0.8919 -4.1024 -1.8386
C 0.3648 -5.4799 -1.7663
N -0.0198 -6.5567 -1.7032
H 0.3874 -3.4853 -1.0959
H 0.7174 -3.6350 -2.8023
H 1.9470 -4.1032 -1.5695
C -3.7308 0.7006 5.0180
C -2.4074 0.4232 4.4829
N -1.3583 0.2162 4.0770
H -4.2969 1.1614 4.2081
H -3.7109 1.3115 5.9183
H -4.2617 -0.2206 5.2564
Cl -4.4560 3.0085 -0.0637
C -2.7025 2.5654 0.1583
C -2.0172 2.1566 -1.1006
Cl -2.6605 0.6957 -1.7723
H -2.6695 1.7556 0.8868
H -2.1088 3.3952 0.5421
H -0.9583 2.0197 -0.8838
H -2.1097 3.0251 -1.7535
*
```

Here is what Löwdin gives for the atomic charges, in e:
1 Be 1.056
2 Ni 1.032
3 B -1.260
4 F 0.142
5 F 0.051
6 F 0.161
7 F 0.113
8 B -1.366
9 F 0.173
10 F 0.067
11 F 0.089
12 F 0.125
13 B -1.308
14 F 0.143
15 F 0.162
16 F 0.126
17 F 0.200
18 B -1.245
19 F 0.086
20 F 0.176
21 F 0.181
22 F 0.131
23 C -0.072
24 C -0.248
25 N 0.130
26 H 0.068
27 H 0.039
28 H 0.078
29 C -0.023
30 C -0.208
31 N 0.172
32 H 0.069
33 H 0.091
34 H 0.096
35 C -0.068
36 C -0.293
37 N 0.135
38 H 0.035
39 H 0.107
40 H 0.027
41 C -0.014
42 C -0.232
43 N 0.138
44 H 0.080
45 H 0.104
46 H 0.102
47 C -0.014
48 C -0.197
49 N 0.180
50 H 0.101
51 H 0.100
52 H 0.090
53 C -0.078
54 C -0.265
55 N 0.135
56 H 0.055
57 H 0.053
58 H 0.094
59 C -0.041
60 C -0.198
61 N 0.176
62 H 0.100
63 H 0.096
64 H 0.077
65 Cl 0.517
66 C -0.628
67 C -0.686
68 Cl 0.739
69 H 0.035
70 H 0.079
71 H 0.058
72 H 0.073

=====

# 2
ORCA calculation (the ωB97M-V functional and the def2-TZVPD basis) on a molecular structure, C16H25BN6OPd.

Properties
energy above the lowest of the compared OMol25 structures with the same formula, charge and spin = 160.7 kJ/mol
E_tot = -32141.055 eV
HOMO (spin up / spin down) = 1.9 / 1.9 eV
LUMO energy (spin up / spin down) = 0.1808 / 0.1808 Eh
Kohn-Sham gap (spin up / spin down) = 0.1122 / 0.1122 Eh

```
! wB97M-V def2-TZVPD RIJCOSX def2/J DEFGRID3
* xyz -2 1
Pd -0.0407 -0.4015 -0.5250
C 3.7864 -1.0659 0.0692
C 3.0018 -0.5855 1.2468
C 3.2666 -0.7269 2.6240
C 2.1888 -0.1373 3.2530
C 1.9816 0.0442 4.7240
N 1.3416 0.2972 2.2859
N 1.8673 0.0565 1.0484
B -0.0412 1.0212 2.3999
N -0.0769 2.2523 1.4474
N -0.0292 2.1359 0.0846
C -0.0251 3.3630 -0.3907
C 0.0176 3.5555 -1.8732
C -0.0713 4.3137 0.6570
C -0.1024 3.5553 1.8087
C -0.1497 4.0072 3.2332
N -1.2819 0.1005 2.1555
N -1.9915 0.1777 0.9894
C -2.9954 -0.6721 1.1121
C -3.9283 -0.8669 -0.0371
C -2.9626 -1.3186 2.3612
C -1.8541 -0.7971 2.9906
C -1.2573 -1.1950 4.2957
H 4.6507 -1.6527 0.3923
H 4.1423 -0.2314 -0.5400
H 3.1488 -1.6872 -0.5642
H 4.1150 -1.1979 3.1002
H 2.9333 -0.1275 5.2317
H 1.2565 -0.6517 5.1422
H 1.6392 1.0510 4.9707
H -0.1106 1.4297 3.5454
H 0.0470 2.5723 -2.3470
H 0.9021 4.1196 -2.1860
H -0.8634 4.0908 -2.2410
H -0.0837 5.3924 0.5912
H -0.1753 5.0988 3.2572
H 0.7210 3.6702 3.7990
H -1.0299 3.6291 3.7559
H -3.5601 -0.2932 -0.8873
H -4.9471 -0.5411 0.2028
H -3.9694 -1.9173 -0.3408
H -3.6037 -2.1067 2.7296
H -1.9959 -1.7468 4.8807
H -0.9271 -0.3333 4.8790
H -0.3940 -1.8487 4.1435
C -0.0981 -3.7940 -1.0377
O -0.0360 -2.6651 -0.2916
H -0.1422 -3.6264 -2.1416
H -0.9884 -4.4434 -0.8354
H 0.7692 -4.4908 -0.9117
*
```

Here is what Löwdin gives for the atomic charges, in e:
1 Pd 0.118
2 C -0.063
3 C -0.373
4 C -0.027
5 C -0.307
6 C -0.055
7 N 0.028
8 N 0.081
9 B -0.497
10 N 0.024
11 N 0.095
12 C -0.374
13 C -0.069
14 C -0.024
15 C -0.311
16 C -0.059
17 N 0.016
18 N 0.069
19 C -0.386
20 C -0.070
21 C -0.022
22 C -0.310
23 C -0.047
24 H 0.055
25 H 0.061
26 H 0.064
27 H 0.081
28 H 0.064
29 H 0.046
30 H 0.062
31 H 0.098
32 H 0.052
33 H 0.057
34 H 0.058
35 H 0.080
36 H 0.062
37 H 0.068
38 H 0.071
39 H 0.055
40 H 0.051
41 H 0.066
42 H 0.085
43 H 0.066
44 H 0.056
45 H 0.081
46 C -0.485
47 O -0.458
48 H 0.029
49 H 0.021
50 H 0.020

=====

# 3
ORCA calculation (the ωB97M-V functional and the def2-TZVPD basis) on a molecular structure, C16H25Br13N2OP.

Properties
E_tot = -941863.898 eV
HOMO = -3.8 eV
LUMO energy = 0.0428 Eh
Kohn-Sham gap = 0.1835 Eh

```
! wB97M-V def2-TZVPD RIJCOSX def2/J DEFGRID3
* xyz -1 1
C 4.7365 2.2412 -0.2827
C 3.5779 1.5658 -1.0143
Br 1.9477 2.5257 -0.4736
C 3.4782 0.0890 -0.7043
P 2.3020 -0.9941 -1.7988
N 3.2200 -0.4551 -3.2963
C 1.2877 -1.5089 -0.2447
C 0.0861 -2.4100 -0.5566
C -0.9934 -1.6909 -1.3115
O -1.1597 -1.7057 -2.5014
N -1.9147 -0.9610 -0.4313
C -2.2763 0.3634 -0.8008
C -1.5450 1.1511 -1.6881
C -1.9573 2.4470 -1.9621
C -3.0911 2.9824 -1.3703
C -3.8082 2.2080 -0.4637
C -3.3973 0.9160 -0.1841
H 4.5725 2.1585 0.7927
H 5.6606 1.7136 -0.5338
H 4.8394 3.2851 -0.5730
H 3.7255 1.7215 -2.0814
H 3.1893 0.0009 0.3506
H 4.4681 -0.3646 -0.7997
H 1.3635 0.1272 -1.9836
H 1.4950 -1.8838 -2.6263
H 3.2562 -2.1321 -1.6127
H 3.1188 -1.1649 -4.0129
H 2.7588 0.3803 -3.6425
H 1.9420 -2.0576 0.4407
H 0.9247 -0.6211 0.2817
H -0.3760 -2.7171 0.3912
H 0.3447 -3.3284 -1.0774
H -2.7657 -1.5158 -0.4261
H -0.6609 0.7494 -2.1646
H -1.3768 3.0309 -2.6644
H -3.4139 3.9889 -1.6031
H -4.6823 2.6149 0.0295
H -3.9565 0.3237 0.5324
C -7.0267 -1.3431 2.6843
Br -6.8543 -2.0295 4.4778
Br -8.1378 0.2278 2.6394
Br -5.3171 -1.0116 1.8750
H -7.5233 -2.1039 2.1006
C 8.4470 4.5454 -1.1707
Br 8.9928 2.9004 -0.3386
Br 8.0080 4.2874 -3.0243
Br 7.0016 5.3720 -0.2143
H 9.2890 5.2195 -1.1304
C 1.7053 -6.6718 0.2598
Br 1.3965 -6.6820 2.1635
Br 0.0534 -6.8291 -0.7181
Br 2.7098 -5.1387 -0.2940
H 2.2886 -7.5518 0.0345
C -8.0018 1.0562 6.4610
Br -9.4812 0.9079 7.6835
Br -8.0423 2.7152 5.4977
Br -6.3199 0.7924 7.3482
H -8.1071 0.2637 5.7324
*
```

Here is what Löwdin gives for the atomic charges, in e:
1 C -0.201
2 C -0.798
3 Br 0.624
4 C -0.401
5 P 0.409
6 N -0.245
7 C -0.365
8 C -0.223
9 C -0.448
10 O 0.100
11 N 0.094
12 C -0.244
13 C -0.030
14 C -0.090
15 C -0.116
16 C -0.102
17 C -0.079
18 H 0.068
19 H 0.065
20 H 0.018
21 H 0.064
22 H 0.058
23 H 0.065
24 H -0.031
25 H -0.023
26 H -0.027
27 H -0.020
28 H -0.019
29 H 0.045
30 H 0.063
31 H 0.106
32 H 0.065
33 H 0.120
34 H 0.079
35 H 0.102
36 H 0.089
37 H 0.095
38 H -0.043
39 C -1.608
40 Br 0.594
41 Br 0.585
42 Br 0.699
43 H -0.030
44 C -1.655
45 Br 0.567
46 Br 0.569
47 Br 0.587
48 H -0.038
49 C -1.655
50 Br 0.543
51 Br 0.555
52 Br 0.615
53 H -0.039
54 C -1.676
55 Br 0.563
56 Br 0.554
57 Br 0.566
58 H -0.116

=====

# 4
ORCA calculation (the ωB97M-V functional and the def2-TZVPD basis) on a molecular structure, C16H25Br17N2O2.

Properties
E_tot = -1214790.545 eV
HOMO = -9.1 eV
LUMO energy = -0.0136 Eh
Kohn-Sham gap = 0.3224 Eh

```
! wB97M-V def2-TZVPD RIJCOSX def2/J DEFGRID3
* xyz 0 1
C 3.4352 0.2348 -0.2666
C 2.8056 0.7001 1.1197
Br 4.1694 0.7556 2.5972
C 1.5916 -0.3184 1.4615
C 0.2394 0.4804 1.8218
O 0.3432 1.3829 2.6563
O -0.9394 0.0245 1.1990
C -1.4238 0.8831 0.1327
C -2.6381 1.7474 0.7141
N -2.3886 2.4473 1.9913
C -2.1187 -0.1430 -0.9418
C -2.2523 -1.6012 -0.2864
N -1.7383 -2.6462 -0.8714
C -0.3258 1.6713 -0.6974
C 0.0478 3.1371 -0.2188
C 1.4127 3.5364 -1.0092
Br -1.2760 4.5367 -0.8166
H 2.6085 0.1515 -1.0418
H 4.2878 0.9178 -0.5792
H 3.8093 -0.8382 -0.1004
H 2.3416 1.7303 1.1128
H 1.8993 -0.8136 2.4498
H 1.4265 -1.0939 0.6439
H -3.4756 0.9891 0.9352
H -3.0947 2.4446 -0.0730
H -2.2030 1.7238 2.6984
H -1.6002 3.0971 1.9515
H -3.0877 0.2655 -1.3607
H -1.3704 -0.2582 -1.8052
H -2.7649 -1.7541 0.7269
H -1.2741 -2.3653 -1.7587
H -0.7286 1.7748 -1.7666
H 0.6401 1.0599 -0.8161
H 0.2925 3.2529 0.8791
H 1.3124 3.1491 -2.0661
H 1.4196 4.6789 -1.0330
H 2.3478 3.2062 -0.4653
C -1.6938 -4.2585 3.3323
Br -3.0703 -5.2958 2.4467
Br 0.0045 -5.1922 3.3643
Br -1.5258 -2.4843 2.5689
H -2.0068 -4.1322 4.3663
C -0.2066 3.9423 -5.0263
Br -2.0027 4.3414 -4.4167
Br 1.0795 5.2409 -4.3809
Br 0.3172 2.1257 -4.5902
H -0.2159 4.0166 -6.1110
C 4.6793 7.6096 -5.4715
Br 4.3603 5.9823 -6.4750
Br 4.9318 9.1370 -6.6373
Br 3.2904 7.9304 -4.1568
H 5.6086 7.4693 -4.9246
C 2.8137 -7.3217 0.6512
Br 3.9428 -8.6795 -0.1486
Br 1.0506 -8.0064 1.0714
Br 3.6537 -6.5035 2.1953
H 2.6823 -6.5387 -0.0918
C -5.9758 -7.4860 5.1427
Br -6.5185 -6.7135 3.4486
Br -5.7411 -9.4057 5.0160
Br -4.4011 -6.6143 5.8647
H -6.7862 -7.3102 5.8458
*
```

Here is what Löwdin gives for the atomic charges, in e:
1 C -0.149
2 C -0.701
3 Br 0.618
4 C -0.117
5 C -0.400
6 O 0.093
7 O -0.135
8 C -0.382
9 C -0.223
10 N 0.013
11 C -0.073
12 C -0.280
13 N 0.067
14 C -0.159
15 C -0.634
16 C -0.163
17 Br 0.651
18 H 0.071
19 H 0.084
20 H 0.093
21 H 0.057
22 H 0.111
23 H 0.125
24 H 0.133
25 H 0.098
26 H 0.071
27 H 0.041
28 H 0.126
29 H 0.108
30 H 0.020
31 H 0.043
32 H 0.087
33 H 0.120
34 H 0.089
35 H 0.016
36 H 0.054
37 H 0.071
38 C -1.563
39 Br 0.547
40 Br 0.543
41 Br 0.740
42 H -0.031
43 C -1.570
44 Br 0.549
45 Br 0.541
46 Br 0.587
47 H -0.027
48 C -1.607
49 Br 0.550
50 Br 0.567
51 Br 0.538
52 H -0.027
53 C -1.616
54 Br 0.557
55 Br 0.545
56 Br 0.545
57 H -0.027
58 C -1.610
59 Br 0.544
60 Br 0.562
61 Br 0.545
62 H -0.029

=====

Q: Number 3 is which compound?
A: C16H25Br13N2OP

=====

Q: Among the records above, which one has the lowest E_tot?
A: C16H25Br17N2O2

=====

Q: Look up the E_tot of the second one.
A: -32141.055 eV

=====

Q: Which of these has the lowest E_tot?
A: C16H25Br17N2O2